{"formula": "C7H13N2O4S", "method": "ωB97M-V with the def2-TZVPD basis set", "e_above_lowest_ev": 3.779, "smiles": "CO/N=C(\\O[S@](C)(=O)=C=[N+]=O)C(C)C", "lumo_ev": -4.471, "molar_mass_g_mol": 221.26, "gap_ev": 9.450, "total_charge": 1, "e_homo_ev": -13.9, "elements": ["H", "H", "N", "C", "H", "N", "C", "H", "H", "C", "H", "H", "H", "H", "O", "H", "C", "O", "H", "C", "S", "O", "H", "H", "C", "C", "O"], "coordinates": [[1.63604, 3.25277, 2.74354], [-2.54388, 0.13377, 0.24059], [0.09955, 2.06576, 0.17945], [-1.92489, -0.57319, -0.30916], [-1.54484, -1.31644, 0.39160], [3.11858, 0.42862, -1.73871], [1.86562, -2.55034, 0.53198], [-1.92700, 1.91492, -1.53506], [1.79226, -2.86946, -0.50220], [1.39349, 2.36359, 2.16562], [0.75806, 1.70061, 2.75767], [-0.15134, -0.57680, -1.52935], [-2.54321, -1.07723, -1.04683], [2.31371, 1.84596, 1.88311], [3.17512, -0.38525, 1.43642], [2.70666, -3.03081, 1.02326], [2.46743, -0.25467, -1.04134], [3.64243, 1.01859, -2.57664], [0.94630, -2.77727, 1.06362], [-0.77792, 0.16336, -1.01340], [2.12593, -0.78330, 0.57453], [0.68730, 2.86926, 1.03558], [-1.91279, 0.65318, -2.76981], [-0.49870, 1.68262, -2.53546], [0.05591, 0.84948, 0.01500], [-1.31056, 1.17107, -2.02828], [0.77846, -0.15050, 0.90474]], "forces_ev_per_angstrom": [[-0.021, -0.078, -0.075], [-0.049, 0.029, 0.005], [-0.146, 0.575, -0.091], [0.176, -0.065, -0.022], [-0.090, -0.059, 0.044], [-0.651, -0.647, 0.053], [-0.072, 0.251, -0.026], [-0.074, 0.085, 0.045], [-0.041, 0.069, -0.164], [0.203, -0.458, 0.466], [0.017, 0.077, -0.040], [-0.010, 0.067, 0.018], [-0.050, -0.055, -0.019], [-0.096, 0.141, -0.028], [0.071, -0.278, 0.295], [0.196, 0.186, 0.019], [-0.430, -0.641, 1.150], [0.663, 0.675, -0.420], [-0.124, 0.158, 0.076], [-0.368, -0.269, -0.002], [0.389, 0.575, -0.921], [0.109, 0.606, 0.007], [-0.037, -0.064, -0.037], [0.070, 0.104, -0.069], [0.090, -0.274, -0.445], [0.151, -0.160, 0.020], [0.123, -0.550, 0.163]], "nbo_charge": [0.2316, 0.2274, -0.0546, -0.5982, 0.2027, 0.3486, -0.8387, 0.2329, 0.2866, -0.2838, 0.1915, 0.2081, 0.2353, 0.1841, -0.8112, 0.2975, -0.3074, -0.1902, 0.2910, -0.2822, 2.1506, -0.2919, 0.2282, 0.2230, 0.4473, -0.5925, -0.7358]}